ORCA calculation (ωB97M-V with the def2-TZVPD basis set) on a 2-piece molecular cluster, C5H12NO overall.

Results
**ΔE to the lowest compared entry with this formula, charge and spin**: 133.49 kcal/mol
**HOMO level (alpha / beta)**: -11.78 / -11.97 eV
**Charge**: +1

Each atom is followed by the atoms it is bonded to, with distances in Å.
Element x y z (Å)
1 C 0.61578 1.17982 -2.85858  C2 1.337, H8 1.117, H9 1.149
2 C 0.05289 0.13784 -2.23888  C1 1.337, H10 1.134, H16 1.148
3 C -0.51745 1.00848 1.14234  C5 1.442, H11 1.122, H12 1.063, H13 1.165
4 C -1.44274 -1.69086 2.37289  O7 1.252, H14 1.093, H15 1.064
5 C 0.02277 -0.32158 1.00621  C3 1.442, N6 1.579, O7 1.303
6 N 1.45779 -0.45422 0.35999  C5 1.579, H17 1.030, H18 1.117, H19 1.038
7 O -0.43943 -1.29747 1.73589  C4 1.252, C5 1.303
8 H 1.66172 1.16495 -3.24919  C1 1.117
9 H -0.07580 2.03285 -3.19547  C1 1.149
10 H 0.75283 -0.75309 -2.19431  C2 1.134
11 H -0.44747 1.52244 0.14687  C3 1.122
12 H -0.23748 1.62511 1.96111  C3 1.063
13 H -1.66562 0.93908 1.32704  C3 1.165
14 H -2.23096 -0.99483 2.67063  C4 1.093
15 H -1.62674 -2.73298 2.48448  C4 1.064
16 H -1.06077 -0.03667 -2.02353  C2 1.148
17 H 1.81433 0.50871 0.27743  N6 1.030
18 H 1.26048 -0.82672 -0.67457  N6 1.117
19 H 2.10586 -1.01085 0.94967  N6 1.038